9
Properties=species:S:1:pos:R:3:forces:R:3:nbo_charge:R:1 method="wB97M-V/def2-TZVPD" gap_ev=12.03 charge=0 smiles=O.O.O energy_ha=-229.30443
O -1.9758 -1.1751 3.4187 0.016 0.043 0.222 -0.94
H 0.4685 1.3824 -0.0703 0.280 -0.009 -0.120 0.47
H 2.7668 0.1505 -3.7252 0.125 0.059 -0.211 0.47
H -2.6140 -1.8709 3.2616 -0.164 -0.169 0.008 0.46
H 1.9616 -0.7398 -2.8027 -0.119 -0.225 0.061 0.47
O -0.3828 1.2619 0.3505 -0.102 -0.189 0.202 -0.94
H -0.9716 1.8457 -0.1277 -0.173 0.140 -0.092 0.47
H -1.6117 -0.9837 2.5544 0.167 0.170 -0.251 0.47
O 2.3590 0.1291 -2.8594 -0.030 0.180 0.181 -0.94